C32H88N8O8 | ωB97M-V/def2-TZVPD

Geometry as XYZ:
```
136
C32H88N8O8 (ωB97M-V/def2-TZVPD)
C -2.3833 0.6030 6.1840
C -3.3584 0.2317 5.0505
C -3.0107 -1.1384 4.4814
O -3.2149 -2.1205 5.4702
C -2.5134 -3.2997 5.1778
N -4.7095 0.1248 5.6280
H -2.5259 1.6514 6.4475
H -1.3391 0.5287 5.8545
H -2.5048 -0.0540 7.0434
H -3.2401 1.0474 4.3343
H -1.9771 -1.1132 4.1133
H -3.5988 -1.4257 3.6006
H -1.4282 -3.1634 5.1796
H -2.8790 -3.7549 4.2507
H -2.7338 -4.0438 5.9463
H -4.6297 -0.6186 6.3134
H -4.9976 0.9712 6.1000
C 3.4763 4.3586 -2.2877
C 3.3083 5.4165 -1.2016
C 1.8489 5.5792 -0.7816
O 1.8428 6.5605 0.2404
C 0.5712 6.7973 0.7824
N 4.1342 5.0346 -0.0477
H 2.9524 4.6263 -3.2075
H 3.1682 3.3634 -1.9663
H 4.5268 4.2328 -2.5678
H 3.6495 6.3755 -1.6135
H 1.5311 4.6126 -0.3802
H 1.2845 5.8890 -1.6631
H -0.2145 6.8477 0.0187
H 0.5611 7.7722 1.2693
H 0.2532 6.0357 1.5011
H 5.1256 5.0169 -0.2597
H 4.0249 5.8225 0.5923
C -1.1441 4.1414 -4.6642
C -1.6014 3.3813 -5.9034
C -2.9716 2.7204 -5.8593
O -2.8929 1.5947 -5.0081
C -4.1725 1.0528 -4.7398
N -1.4871 4.2011 -7.1272
H -0.1233 4.4940 -4.8037
H -1.1362 3.4415 -3.8262
H -1.8244 4.9529 -4.4022
H -0.8499 2.5859 -6.0184
H -3.2067 2.3873 -6.8807
H -3.7828 3.3955 -5.5622
H -4.8042 1.8082 -4.2631
H -4.0218 0.2314 -4.0426
H -4.7132 0.6765 -5.6125
H -0.5215 4.2982 -7.4246
H -1.8821 3.6509 -7.8880
C 1.6445 -6.5529 2.3432
C 2.7257 -5.4816 2.3657
C 2.0981 -4.0968 2.1695
O 3.1280 -3.1685 1.9720
C 2.6043 -1.8893 1.6557
N 3.5153 -5.6203 3.6128
H 1.0807 -6.4245 3.2729
H 2.0433 -7.5659 2.3106
H 1.0009 -6.4287 1.4704
H 3.4040 -5.6213 1.5179
H 1.4094 -3.8934 3.0092
H 1.4511 -4.0615 1.2801
H 3.4058 -1.1903 1.4273
H 1.9633 -1.5589 2.4750
H 2.0200 -1.9379 0.7294
H 3.8660 -4.6712 3.7602
H 2.8548 -5.7970 4.3660
C 3.7933 2.6024 3.0173
C 2.5533 2.2569 2.1785
C 1.4266 3.2605 2.3791
O 1.0407 3.1921 3.7388
C -0.0779 4.0387 3.9521
N 2.9192 2.2151 0.7578
H 4.6188 1.9337 2.7558
H 3.6118 2.3784 4.0723
H 4.1614 3.6128 2.8423
H 2.2383 1.2370 2.4214
H 0.5846 3.0033 1.7264
H 1.8140 4.2497 2.1084
H 0.1669 5.1027 3.9054
H -0.5335 3.7750 4.9012
H -0.8362 3.8201 3.1874
H 3.2493 3.1653 0.5298
H 3.7438 1.6666 0.5417
C -1.4830 -4.5861 1.8052
C -2.5736 -5.4295 1.1603
C -2.2014 -6.8882 0.9112
O -1.0655 -6.9594 0.0635
C -0.7414 -8.3032 -0.1841
N -3.8851 -5.3048 1.7513
H -1.0359 -5.0940 2.6670
H -1.7681 -3.5787 2.0968
H -0.7070 -4.4925 1.0399
H -2.6722 -5.0228 0.1434
H -3.0295 -7.3785 0.3989
H -1.9332 -7.3220 1.8832
H -1.6372 -8.8499 -0.5058
H -0.3452 -8.8065 0.7026
H -0.0382 -8.4360 -1.0041
H -4.2684 -4.3802 1.8688
H -3.9390 -5.7412 2.6676
C 1.1061 -2.0416 -5.3612
C 0.3113 -0.8137 -4.9311
C 1.1871 0.3932 -4.5798
O 1.9621 0.1005 -3.4340
C 3.1664 0.8070 -3.4386
N -0.6410 -0.4737 -5.9984
H 1.8841 -2.2062 -4.6025
H 1.6725 -1.8972 -6.2826
H 0.4913 -2.9363 -5.3606
H -0.2792 -1.1044 -4.0572
H 0.5731 1.2936 -4.4639
H 1.7660 0.5732 -5.4988
H 3.6843 0.6775 -2.4798
H 3.1225 1.8983 -3.5278
H 3.8694 0.4090 -4.1821
H -0.1717 0.1345 -6.6659
H -1.3860 0.0751 -5.5748
C -1.5773 1.0337 -1.8530
C -0.5430 1.2242 -0.7485
C -0.0140 -0.1327 -0.2548
O -1.0487 -1.0265 0.1686
C -1.7966 -0.6794 1.3012
N 0.5551 2.0524 -1.2870
H -1.0784 0.8247 -2.8046
H -2.1836 1.9079 -2.0879
H -2.2219 0.1851 -1.6142
H -0.9885 1.8510 0.0313
H 0.7036 -0.0626 0.5709
H 0.4117 -0.6634 -1.1087
H -1.1673 -0.2584 2.0959
H -2.2571 -1.5750 1.7159
H -2.6188 0.0170 1.1032
H 1.2926 2.2022 -0.5880
H 0.9841 1.4531 -1.9972
```

Computed properties:
- 2S+1 = 1
- HOMO level (hartree) = -0.317
- ΔE to the lowest compared entry with this formula, charge and spin (kJ/mol) = 101.32
- LUMO (eV) = 0.58
- energy (eV) = -62907.717
- SMILES string = COC[C@H](C)N.COC[C@H](C)N.COC[C@H](C)N.COC[C@H](C)N.COC[C@H](C)N.COC[C@H](C)N.COC[C@H](C)N.COC[C@H](C)N
- charge = 0
- max |F| (eV/Å) = 1.9

Here are the Löwdin charges for atoms 1 to 8, given in e: C -0.07; C -0.40; C -0.23; O -0.19; C -0.10; N 0.04; H 0.07; H 0.08

C32H88N8O8 | ωB97M-V/def2-TZVPD

Geometry as XYZ:
```
136
C32H88N8O8 (ωB97M-V/def2-TZVPD)
C -3.5457 -0.0658 3.4728
C -3.6244 0.4370 4.9080
C -5.0387 0.6243 5.4129
O -5.7163 1.5360 4.5317
C -6.9186 2.0253 5.1254
N -3.0862 -0.6706 5.7231
H -3.9772 -1.0609 3.3654
H -2.4727 -0.1862 3.3087
H -4.0282 0.6093 2.7676
H -3.0766 1.3802 4.9913
H -5.0330 1.0540 6.4224
H -5.6768 -0.2657 5.3965
H -6.7159 3.0796 5.3325
H -7.2593 1.5167 6.0261
H -7.7422 2.0377 4.4100
H -2.0806 -0.6648 5.8486
H -3.4413 -0.7082 6.6728
C 2.4082 3.7316 0.0015
C 3.2861 4.8309 0.5497
C 4.5719 4.2262 1.1573
O 5.6115 5.1728 1.1794
C 6.8343 4.6173 1.6018
N 3.6705 5.7286 -0.6085
H 3.0152 2.8993 -0.3703
H 1.7809 3.9903 -0.8525
H 1.7559 3.2421 0.7315
H 2.8189 5.5501 1.2276
H 4.7783 3.3431 0.5456
H 4.3480 3.9274 2.1889
H 6.7350 4.2539 2.6297
H 7.7104 5.2550 1.5162
H 7.0648 3.7426 0.9793
H 4.6455 5.9390 -0.4235
H 3.5835 5.1622 -1.4461
C 4.9389 -3.5224 -4.8863
C 4.3807 -3.3279 -3.4702
C 3.0359 -3.9901 -3.2482
O 2.1168 -3.2354 -4.0078
C 0.7671 -3.3437 -3.6227
N 5.3730 -3.9154 -2.5312
H 5.6339 -2.7550 -5.2481
H 4.2137 -3.4244 -5.7002
H 5.4785 -4.4656 -4.9794
H 4.3894 -2.2563 -3.2564
H 2.8070 -3.9036 -2.1743
H 3.0181 -5.0652 -3.4486
H 0.0818 -2.6534 -4.1037
H 0.7098 -3.2550 -2.5294
H 0.3513 -4.3531 -3.7407
H 6.2666 -3.4443 -2.6139
H 4.9830 -3.5938 -1.6432
C -1.3540 -6.2715 2.4934
C -0.7892 -5.0337 3.1914
C 0.6023 -4.7368 2.6499
O 1.5336 -5.7698 2.9326
C 2.4838 -6.0458 1.9584
N -1.5830 -3.8181 2.9582
H -2.3238 -6.4751 2.9487
H -0.6319 -7.0735 2.6187
H -1.4954 -6.0260 1.4404
H -0.7303 -5.1569 4.2776
H 0.9692 -3.8310 3.1548
H 0.5978 -4.4496 1.5939
H 2.2500 -5.8491 0.9035
H 2.7651 -7.0886 2.1194
H 3.3924 -5.4266 2.0638
H -2.5007 -3.9045 3.3821
H -1.1668 -3.0286 3.4421
C -0.5162 1.3636 7.2625
C -0.0330 2.8260 7.3618
C -0.0489 3.5294 5.9766
O 0.7792 2.7219 5.1479
C 1.2927 3.3388 3.9708
N -0.8617 3.5243 8.3266
H -1.6054 1.3795 7.2702
H -0.1567 0.8892 8.1773
H -0.0762 0.8230 6.4291
H 0.9780 2.8974 7.7657
H 0.3610 4.5319 6.1227
H -1.0541 3.4758 5.5473
H 1.7598 2.6115 3.3155
H 1.9345 4.1665 4.2823
H 0.4354 3.7803 3.4467
H -1.7607 3.7858 7.9244
H -0.4809 4.4344 8.5705
C -3.8014 -0.4073 -8.7136
C -4.2015 -0.4777 -7.2513
C -3.5324 0.5196 -6.3109
O -2.1280 0.4271 -6.2690
C -1.5925 -0.7058 -5.6310
N -5.6539 -0.4373 -7.0615
H -4.0758 0.4911 -9.2669
H -4.1120 -1.3481 -9.1720
H -2.7111 -0.4451 -8.8379
H -3.8876 -1.4600 -6.8825
H -3.9622 0.3790 -5.3123
H -3.7703 1.5459 -6.6029
H -1.7131 -0.6728 -4.5489
H -0.5403 -0.8107 -5.9188
H -1.9016 -1.6227 -6.1517
H -5.9978 0.4183 -7.4884
H -6.0948 -1.2016 -7.5574
C -2.9068 -1.4066 -0.2933
C -1.4665 -1.1028 -0.7305
C -1.1598 0.3993 -0.5531
O -1.5049 0.8621 0.7294
C -0.4883 0.9535 1.6824
N -0.4881 -2.0155 -0.0800
H -3.5845 -0.6539 -0.7066
H -3.0853 -1.2471 0.7739
H -3.1698 -2.4380 -0.5246
H -1.4186 -1.3523 -1.7950
H -1.8790 0.9248 -1.1814
H -0.1061 0.5312 -0.8133
H -0.0428 -0.0143 1.9468
H -0.8119 1.3785 2.6331
H 0.2822 1.6256 1.2817
H -0.9829 -2.8996 -0.2142
H -0.6002 -1.9369 0.9319
C 0.3332 2.9393 -5.3231
C 1.3396 2.7235 -4.2079
C 1.4253 1.2627 -3.8006
O 2.4679 0.9565 -2.8827
C 2.2746 -0.3481 -2.4102
N 2.6590 3.2498 -4.6301
H 0.1488 4.0150 -5.3859
H -0.6076 2.4170 -5.1464
H 0.6860 2.6945 -6.3264
H 1.0459 3.2194 -3.2760
H 1.5783 0.6180 -4.6808
H 0.4567 0.9168 -3.4155
H 3.0274 -0.5832 -1.6585
H 2.2255 -1.1390 -3.1668
H 1.3072 -0.5143 -1.9118
H 2.6937 3.3690 -5.6338
H 3.3315 2.5238 -4.4004
```

Computed properties:
- 2S+1 = 1
- HOMO level (hartree) = -0.328
- ΔE to the lowest compared entry with this formula, charge and spin (kJ/mol) = 310.76
- LUMO (eV) = 0.52
- energy (eV) = -62905.546
- SMILES string = COC[C@H](C)N.COC[C@H](C)N.COC[C@H](C)N.COC[C@H](C)N.COC[C@H](C)N.COC[C@H](C)N.COC[C@H](C)N.COC[C@H](C)N
- charge = 0
- max |F| (eV/Å) = 2.3

Here are the Löwdin charges for atoms 1 to 8, given in e: C -0.06; C -0.42; C -0.21; O -0.20; C -0.11; N 0.03; H 0.08; H 0.06

C32H88N8O8 | ωB97M-V/def2-TZVPD

Geometry as XYZ:
```
136
C32H88N8O8 (ωB97M-V/def2-TZVPD)
C 0.5151 -5.1592 0.6582
C -0.2009 -5.0670 1.9847
C -0.8801 -3.7155 2.1472
O -0.0051 -2.6189 2.2276
C 0.3948 -2.3003 3.5594
N -1.1707 -6.1628 2.1041
H -0.1438 -5.0536 -0.2090
H 1.0197 -6.1219 0.5622
H 1.2807 -4.3830 0.5989
H 0.5537 -5.2081 2.7662
H -1.5729 -3.7179 3.0042
H -1.5522 -3.5788 1.2876
H 0.5204 -3.1617 4.2173
H -0.4536 -1.7296 3.9601
H 1.2804 -1.6763 3.5025
H -1.9293 -5.9452 2.7399
H -1.5970 -6.3156 1.1961
C -0.8696 3.2679 8.6043
C -0.1552 2.8976 7.3149
C -1.0765 2.2034 6.3523
O -1.4167 0.9310 6.8450
C -2.1999 0.2319 5.9233
N 0.4826 4.0777 6.6711
H -0.2306 3.7316 9.3576
H -1.3219 2.3910 9.0768
H -1.7047 3.9495 8.4108
H 0.6989 2.2488 7.5220
H -0.5547 2.0802 5.3872
H -1.9700 2.7979 6.1032
H -1.6350 0.0941 4.9854
H -3.0995 0.7911 5.6335
H -2.4601 -0.7538 6.2990
H 1.1329 4.4187 7.3734
H -0.2044 4.8256 6.6025
C 0.9415 0.7816 -1.1464
C 0.4479 -0.1709 -0.0576
C -1.0784 -0.2538 -0.0464
O -1.7076 0.9770 0.1682
C -1.6068 1.5441 1.4581
N 1.0563 -1.4873 -0.2002
H 0.3663 0.6703 -2.0697
H 1.9642 0.5247 -1.4403
H 0.9830 1.8157 -0.8093
H 0.8132 0.2440 0.8851
H -1.3106 -0.9537 0.7739
H -1.4347 -0.7082 -0.9706
H -2.1739 0.9275 2.1678
H -1.9801 2.5621 1.4175
H -0.5669 1.5400 1.7972
H 0.7757 -1.8959 -1.0894
H 0.7805 -2.1608 0.5108
C -3.8302 3.8374 -3.2622
C -3.2577 3.0801 -2.0774
C -4.3359 2.3961 -1.2667
O -5.1463 3.3859 -0.6465
C -6.3856 2.8666 -0.2180
N -2.2398 2.1181 -2.5585
H -3.9859 3.1775 -4.1230
H -3.1298 4.5902 -3.6245
H -4.7971 4.2890 -3.0375
H -2.7214 3.7770 -1.4277
H -3.9268 1.7538 -0.4780
H -4.9495 1.7396 -1.9081
H -6.9552 3.6752 0.2354
H -6.2558 2.0884 0.5461
H -6.9219 2.4588 -1.0815
H -1.7700 1.7819 -1.7190
H -2.7320 1.3069 -2.9337
C 3.7394 1.3077 -6.3614
C 3.2294 1.3792 -4.9297
C 1.7473 1.1308 -4.7766
O 1.0388 2.0438 -5.5661
C -0.2928 1.6355 -5.8197
N 4.0060 0.4992 -4.0310
H 3.6700 0.3048 -6.7941
H 4.7771 1.6378 -6.4107
H 3.1379 1.9483 -7.0108
H 3.4669 2.3847 -4.5700
H 1.4924 1.2423 -3.7143
H 1.5226 0.0789 -5.0211
H -0.7398 2.3655 -6.4939
H -0.8844 1.6044 -4.9003
H -0.2717 0.6812 -6.3587
H 4.9121 0.9374 -3.8986
H 4.2346 -0.3846 -4.4790
C 2.6041 -2.9091 -3.6912
C 3.7748 -2.9236 -2.7173
C 5.1104 -3.0918 -3.4029
O 5.0890 -4.2376 -4.2325
C 6.3674 -4.6968 -4.5681
N 3.8596 -1.6999 -1.9188
H 1.6423 -2.8753 -3.1759
H 2.6083 -3.8532 -4.2501
H 2.6471 -2.1044 -4.4257
H 3.6598 -3.7371 -1.9969
H 5.8804 -3.2022 -2.6272
H 5.4150 -2.2064 -3.9837
H 6.8494 -5.2213 -3.7304
H 7.0498 -3.8872 -4.8577
H 6.2779 -5.4012 -5.3934
H 3.9884 -0.8620 -2.4905
H 2.9814 -1.5370 -1.4354
C -5.0519 -2.3196 -4.2462
C -4.4898 -1.0662 -3.5974
C -3.9387 -1.3868 -2.2189
O -4.9576 -1.8725 -1.3734
C -4.7376 -1.5842 -0.0016
N -3.4545 -0.3530 -4.3592
H -4.2318 -3.0445 -4.3295
H -5.4227 -2.1282 -5.2541
H -5.8139 -2.8093 -3.6433
H -5.2853 -0.3308 -3.4284
H -3.3877 -0.5486 -1.7828
H -3.2028 -2.2078 -2.3367
H -5.6095 -1.9720 0.5217
H -4.5994 -0.5092 0.1240
H -3.8830 -2.1625 0.3742
H -3.9258 -0.0708 -5.2179
H -2.7456 -0.9814 -4.7362
C 2.9007 2.0950 2.4093
C 3.3588 2.9203 3.6190
C 4.2840 2.1768 4.5559
O 3.8035 0.8897 4.9067
C 2.9015 0.9392 5.9912
N 3.9514 4.2154 3.2611
H 1.9329 2.3452 1.9715
H 2.7732 1.0608 2.7480
H 3.6723 2.1308 1.6366
H 2.4399 3.2048 4.1462
H 4.3800 2.7788 5.4683
H 5.2970 2.0755 4.1575
H 1.9499 1.4051 5.6938
H 3.2514 1.5278 6.8452
H 2.6970 -0.1027 6.2296
H 4.8209 4.1003 2.7480
H 3.3294 4.6860 2.6137
```

Computed properties:
- 2S+1 = 1
- HOMO level (hartree) = -0.309
- ΔE to the lowest compared entry with this formula, charge and spin (kJ/mol) = 83.64
- LUMO (eV) = 0.39
- energy (eV) = -62907.900
- SMILES string = COC[C@H](C)N.COC[C@H](C)N.COC[C@H](C)N.COC[C@H](C)N.COC[C@H](C)N.COC[C@H](C)N.COC[C@H](C)N.COC[C@H](C)N
- charge = 0
- max |F| (eV/Å) = 1.8

Here are the Löwdin charges for atoms 1 to 8, given in e: C -0.06; C -0.45; C -0.23; O -0.24; C -0.05; N 0.04; H 0.08; H 0.08

The following Kohn-Sham gap values (in eV) correspond, in order, to the records above: 9.21 9.44 8.80.